# 1
{
  "formula": "C57H66BrF4I2N2O3",
  "method": "ωB97M-V with the def2-TZVPD basis set",
  "symbols": ["C", "C", "I", "C", "I", "C", "C", "C", "F", "N", "C", "C", "O", "C", "F", "F", "F", "C", "C", "O", "C", "Br", "C", "C", "C", "N", "O", "H", "H", "H", "H", "H", "H", "H", "H", "H", "H", "H", "H", "H", "H", "H", "H", "H", "H", "H", "H", "H", "H", "H", "H", "C", "C", "C", "C", "C", "C", "H", "H", "H", "H", "H", "H", "C", "C", "C", "C", "C", "C", "H", "H", "H", "H", "H", "H", "C", "C", "C", "C", "C", "C", "H", "H", "H", "H", "H", "H", "C", "C", "C", "C", "C", "C", "H", "H", "H", "H", "H", "H", "C", "C", "C", "C", "C", "C", "H", "H", "H", "H", "H", "H", "C", "C", "C", "C", "C", "C", "H", "H", "H", "H", "H", "H", "C", "C", "C", "C", "C", "C", "H", "H", "H", "H", "H", "H"],
  "positions_angstrom": [[2.7215, 3.4794, -0.0856], [1.4891, 3.1290, 0.7369], [2.0109, 2.6782, 2.7892], [0.2492, 2.3472, 0.1961], [-0.5768, 3.7539, -1.2125], [0.0728, 0.8553, -0.2543], [0.5702, -0.0746, 0.9142], [2.0185, -0.5248, 1.1232], [2.9319, 0.2642, 0.4675], [-1.4897, 0.5603, -0.0949], [-2.5775, 1.5817, 0.2757], [-3.6174, 2.3908, -0.5692], [-3.5259, 3.7825, -0.3782], [-3.8354, 2.1875, -2.0737], [-4.7025, 3.1038, -2.5125], [-4.3782, 0.9476, -2.2811], [-2.7133, 2.2664, -2.8033], [-2.0178, -0.4843, -1.0539], [-1.5383, -0.3651, -2.4909], [-0.3991, 0.4504, -2.6328], [0.5759, 0.3142, -1.6680], [0.9391, -1.6951, -1.5367], [1.8789, 0.8534, -2.2620], [1.8155, 1.9028, -3.3720], [3.2030, 2.3479, -3.8351], [4.2642, 1.4130, -3.9143], [3.3842, 3.5319, -4.1353], [2.9812, 4.5180, 0.1213], [2.5320, 3.4283, -1.1518], [3.5979, 2.8923, 0.1707], [1.0205, 4.0883, 0.9589], [-0.4090, 2.4167, 1.0629], [0.2342, 0.4217, 1.8311], [0.0052, -1.0101, 0.8683], [2.2365, -0.5067, 2.1899], [2.1523, -1.5480, 0.7835], [-1.4677, 0.0468, 0.7821], [-2.2008, 2.2416, 1.0556], [-3.2348, 0.9306, 0.8629], [-4.5973, 2.0996, -0.1724], [-2.8728, 4.0059, 0.2855], [-3.1019, -0.4499, -0.9936], [-1.7484, -1.4625, -0.6576], [-2.2937, 0.0404, -3.1485], [-1.3500, -1.3719, -2.8652], [2.6039, 1.1063, -1.5075], [2.3279, -0.0071, -2.7574], [1.3480, 2.8308, -3.0959], [1.3063, 1.4983, -4.2463], [3.9567, 0.4663, -4.0764], [4.8654, 1.4511, -3.1037], [-3.6648, 3.5254, -7.0526], [-3.2895, 3.4178, -8.3839], [-2.1162, 2.7592, -8.7245], [-1.3184, 2.2034, -7.7347], [-1.6950, 2.3097, -6.4035], [-2.8660, 2.9714, -6.0624], [-4.5781, 4.0408, -6.7867], [-3.9113, 3.8480, -9.1573], [-1.8223, 2.6805, -9.7624], [-0.4039, 1.6905, -8.0017], [-1.0723, 1.8776, -5.6284], [-3.1547, 3.0613, -5.0260], [-0.8893, 8.4089, -1.8619], [-0.5682, 7.6538, -0.7430], [0.0086, 8.2582, 0.3650], [0.2612, 9.6223, 0.3561], [-0.0614, 10.3783, -0.7618], [-0.6342, 9.7724, -1.8709], [-1.3370, 7.9373, -2.7273], [-0.7637, 6.5886, -0.7319], [0.2620, 7.6682, 1.2373], [0.7084, 10.0962, 1.2195], [0.1344, 11.4420, -0.7686], [-0.8813, 10.3630, -2.7427], [-4.4363, -4.1861, 3.2587], [-3.4836, -3.2169, 2.9836], [-3.4280, -2.6521, 1.7178], [-4.3214, -3.0453, 0.7320], [-5.2753, -4.0124, 1.0116], [-5.3301, -4.5843, 2.2741], [-4.4837, -4.6307, 4.2439], [-2.7898, -2.9052, 3.7536], [-2.6763, -1.8956, 1.5028], [-4.2811, -2.5997, -0.2552], [-5.9758, -4.3197, 0.2470], [-6.0717, -5.3414, 2.4907], [-2.3907, -6.5835, 8.7035], [-1.4301, -5.6202, 8.4301], [-1.3619, -5.0473, 7.1684], [-2.2583, -5.4352, 6.1827], [-3.2192, -6.3981, 6.4560], [-3.2845, -6.9738, 7.7167], [-2.4421, -7.0316, 9.6865], [-0.7342, -5.3169, 9.2007], [-0.6091, -4.2997, 6.9544], [-2.2040, -4.9894, 5.1972], [-3.9165, -6.7043, 5.6864], [-4.0304, -7.7276, 7.9296], [8.2589, 2.3491, 0.3780], [8.7457, 3.0892, 1.4458], [7.9471, 3.3118, 2.5595], [6.6634, 2.7872, 2.6085], [6.1799, 2.0420, 1.5420], [6.9756, 1.8256, 0.4263], [8.8822, 2.1717, -0.4882], [9.7493, 3.4916, 1.4117], [8.3263, 3.8929, 3.3894], [6.0415, 2.9578, 3.4779], [5.1804, 1.6289, 1.5773], [6.5995, 1.2407, -0.4042], [9.8978, -0.8129, 0.9251], [8.9355, -1.2750, 1.8115], [8.2801, -2.4718, 1.5599], [8.5892, -3.2077, 0.4238], [9.5513, -2.7445, -0.4624], [10.2042, -1.5451, -0.2128], [10.4063, 0.1215, 1.1221], [8.6984, -0.7013, 2.6981], [7.5308, -2.8342, 2.2519], [8.0833, -4.1448, 0.2312], [9.7951, -3.3197, -1.3457], [10.9529, -1.1826, -0.9049], [-7.6462, -9.1395, 1.9255], [-6.6925, -8.1720, 1.6438], [-6.6308, -7.6050, 0.3787], [-7.5269, -8.0012, -0.6041], [-8.4822, -8.9669, -0.3216], [-8.5403, -9.5374, 0.9419], [-7.6926, -9.5840, 2.9106], [-5.9949, -7.8627, 2.4121], [-5.8814, -6.8555, 0.1570], [-7.4806, -7.5589, -1.5906], [-9.1812, -9.2761, -1.0870], [-9.2826, -10.2932, 1.1602]],
  "mulliken_charge": [-0.80, -1.50, 0.03, -1.96, 0.23, 3.15, -2.01, -1.23, -0.19, 0.30, -1.17, -0.32, -0.67, 0.87, -0.26, -0.28, -0.08, -0.43, -2.06, -0.12, -0.25, -0.03, -1.18, 0.14, 0.12, -0.55, -0.53, 0.42, 0.28, -0.07, 1.08, 0.58, 0.97, 0.62, 0.40, 0.47, 0.45, 0.72, 0.58, 0.36, 0.45, 0.78, 0.65, 0.69, 0.41, 0.24, 0.83, -0.11, 0.51, 0.34, 0.25, -0.60, -0.40, -0.42, -0.47, -0.05, -0.24, 0.39, 0.37, 0.37, 0.38, 0.28, 0.34, -0.49, 0.12, -0.56, -0.36, -0.45, -0.37, 0.36, 0.20, 0.35, 0.37, 0.37, 0.37, -0.54, -0.61, 0.28, -0.38, -0.71, -0.60, 0.45, 0.44, 0.30, 0.28, 0.49, 0.58, -0.37, -0.39, -0.44, -0.26, -0.23, -0.51, 0.36, 0.37, 0.35, 0.33, 0.42, 0.37, -0.56, -0.43, -0.43, -0.66, 0.02, -0.36, 0.43, 0.41, 0.40, 0.38, 0.35, 0.46, -0.34, -0.32, -0.45, -0.39, -0.37, -0.46, 0.44, 0.38, 0.38, 0.38, 0.38, 0.38, -0.48, -0.39, -0.35, -0.45, -0.39, -0.37, 0.37, 0.53, 0.45, 0.36, 0.37, 0.36],
  "charge": 1,
  "lumo_energy_ha": -0.1086,
  "mol_weight_da": 1236.87,
  "total_energy_ha": -6115.32031,
  "homo_ev": -10.64,
  "homo_lumo_gap_ha": 0.2825,
  "spin_multiplicity": 1
}


# 2
{
  "formula": "C2H6I2N2O",
  "method": "ωB97M-V with the def2-TZVPD basis set",
  "symbols": ["C", "C", "N", "N", "O", "I", "I", "H", "H", "H", "H", "H", "H"],
  "positions_angstrom": [[1.5183, 0.9396, -1.4109], [0.2799, -1.3571, 1.5640], [0.1767, 0.4040, -1.3664], [-0.2105, -0.2124, -0.3992], [0.8133, -0.5727, 0.5284], [-4.0668, 2.2294, -1.0436], [-4.2253, 0.1248, 0.5878], [1.5698, 1.5862, -2.2553], [1.5310, 1.4271, -0.3362], [2.2423, 0.0680, -1.4169], [-0.3720, -0.8447, 2.3505], [1.1678, -1.6620, 2.1007], [-0.4246, -2.1303, 1.0971]],
  "nbo_charge": [-0.50, -0.27, -0.15, 0.13, -0.45, 0.00, 0.00, 0.22, 0.23, 0.22, 0.17, 0.20, 0.19],
  "lumo_energy_ha": -0.0579,
  "mol_weight_da": 327.89,
  "total_energy_ha": -859.83927,
  "homo_ev": -9.19,
  "homo_lumo_gap_ha": 0.2799,
  "spin_multiplicity": 1
}